Record 1
{
  "formula": "C39H47Ge2NiO4P",
  "method": "ωB97M-V/def2-TZVPD",
  "species": ["Ni", "O", "C", "C", "C", "C", "C", "C", "C", "P", "C", "C", "C", "C", "C", "C", "C", "C", "C", "C", "C", "C", "H", "H", "H", "H", "H", "H", "H", "H", "H", "H", "H", "H", "H", "H", "C", "C", "C", "O", "C", "O", "O", "H", "H", "H", "H", "H", "H", "H", "C", "C", "Ge", "C", "C", "C", "C", "Ge", "C", "C", "C", "C", "C", "C", "C", "C", "C", "C", "H", "H", "H", "H", "H", "H", "H", "H", "H", "H", "H", "H", "H", "H", "H", "H", "H", "H", "H", "H", "H", "H", "H", "H", "H", "H"],
  "positions_angstrom": [[-0.467627, 0.362313, -0.028910], [2.072768, -0.646622, 0.408491], [1.238794, -0.208898, -0.556070], [1.740379, -0.044941, -1.869946], [3.067203, -0.380636, -2.236456], [3.463196, -0.321681, -3.558006], [2.576945, 0.096573, -4.550732], [1.295066, 0.520293, -4.192870], [0.888087, 0.486608, -2.868376], [-0.657969, 1.160330, -2.166846], [0.011806, 2.617057, -1.228363], [-0.791152, 3.311733, -0.320608], [-0.284651, 4.373184, 0.421164], [1.035250, 4.760861, 0.267507], [1.836938, 4.105172, -0.662589], [1.332918, 3.049999, -1.405259], [-1.352584, 1.927327, -3.673621], [-1.959333, 1.110090, -4.627788], [-2.468265, 1.651868, -5.795869], [-2.377300, 3.019646, -6.024580], [-1.777518, 3.835616, -5.077800], [-1.266671, 3.294612, -3.901750], [3.766520, -0.692963, -1.472425], [4.474695, -0.603774, -3.828406], [2.889852, 0.124210, -5.587972], [0.630201, 0.903174, -4.955960], [-1.832401, 3.064671, -0.221526], [-0.931494, 4.899303, 1.113118], [1.440368, 5.575961, 0.856892], [2.864540, 4.416345, -0.813824], [1.970693, 2.563523, -2.133373], [-2.040093, 0.043433, -4.448007], [-2.939176, 1.007812, -6.528491], [-2.779497, 3.447039, -6.934759], [-1.704278, 4.903056, -5.248905], [-0.810153, 3.947996, -3.170764], [-3.780687, 2.219987, 1.666443], [-3.662398, 1.192888, 0.563427], [-4.806900, 0.196024, 0.605960], [-2.404102, 0.485126, 0.771303], [-3.674420, 1.830633, -0.833770], [-4.490549, 2.697751, -1.088258], [-2.803382, 1.299339, -1.632251], [-3.965758, 1.731349, 2.626421], [-4.606826, 2.888254, 1.429401], [-2.865367, 2.811966, 1.752310], [-4.871285, -0.271484, 1.590803], [-4.670464, -0.581215, -0.149988], [-5.739834, 0.719452, 0.396339], [-2.284779, -0.082723, -0.025862], [1.121511, 1.296798, 2.798715], [-0.127056, 0.457258, 3.111860], [-0.398290, -1.109712, 1.916338], [-2.060702, -2.032474, 2.445763], [-2.386158, -1.769637, 3.922984], [0.866932, -2.462441, 2.594644], [2.050389, -2.932082, 2.194501], [2.846650, -2.309761, 0.539156], [2.252268, -3.380838, -0.976827], [0.725947, -3.500871, -1.040839], [4.707980, -1.847883, 0.839680], [4.778848, -0.653776, 1.799538], [2.807902, -3.958391, 2.963741], [2.825075, -3.942584, 4.360037], [3.527856, -4.902347, 5.074713], [4.231362, -5.898392, 4.408123], [4.236798, -5.919756, 3.019511], [3.536150, -4.955092, 2.308003], [1.182973, 2.173256, 3.449619], [1.126930, 1.659270, 1.767676], [2.033865, 0.710620, 2.929194], [-1.033010, 1.064584, 3.046366], [-0.066320, 0.048313, 4.125482], [-1.896369, -3.099961, 2.269975], [-2.892472, -1.724150, 1.812989], [-1.566440, -2.070413, 4.583065], [-3.274663, -2.326247, 4.233089], [-2.577375, -0.709280, 4.106255], [0.437008, -2.921107, 3.494738], [2.693345, -4.375303, -0.850224], [2.664014, -2.952696, -1.890110], [0.328336, -3.992533, -0.149598], [0.428604, -4.090419, -1.912521], [0.246882, -2.528449, -1.126895], [5.205273, -1.629078, -0.107700], [5.202207, -2.720945, 1.272692], [4.218580, 0.199066, 1.414835], [5.814258, -0.341022, 1.951230], [4.360368, -0.910703, 2.777106], [2.296375, -3.154420, 4.885692], [3.534032, -4.868252, 6.158030], [4.774862, -6.650214, 4.967954], [4.789460, -6.686179, 2.488926], [3.539354, -4.990599, 1.221989]],
  "forces_ev_per_a": [[0.443, 0.354, 0.248], [0.052, -0.093, -0.130], [0.314, -0.219, 0.951], [-0.106, -0.181, -0.313], [-0.104, 0.049, 0.084], [-0.035, 0.061, -0.070], [-0.039, -0.035, 0.045], [0.162, 0.079, 0.112], [0.089, 0.098, -0.124], [0.807, 0.292, -0.537], [0.045, 0.084, -0.097], [0.022, 0.015, -0.051], [0.067, 0.006, 0.035], [0.032, -0.009, -0.014], [0.005, -0.063, -0.031], [0.050, 0.044, 0.076], [-0.343, -0.296, 0.002], [0.015, -0.002, 0.082], [0.034, -0.009, -0.002], [0.020, 0.034, 0.045], [0.020, -0.042, 0.006], [0.002, -0.048, -0.082], [0.013, 0.047, -0.059], [-0.031, 0.002, 0.032], [-0.027, -0.006, 0.069], [0.007, 0.038, 0.024], [-0.104, -0.059, 0.008], [0.008, -0.040, -0.017], [-0.041, -0.037, -0.055], [-0.063, -0.002, 0.017], [-0.024, -0.003, 0.067], [-0.018, 0.029, -0.009], [0.006, 0.013, 0.027], [0.015, -0.011, 0.021], [-0.016, -0.037, 0.019], [-0.007, 0.000, -0.002], [0.108, 0.036, 0.143], [-0.059, 0.299, 0.106], [0.004, -0.184, 0.119], [0.207, -0.277, -0.307], [0.592, -0.304, -0.675], [-0.029, 0.091, 0.105], [-1.050, 0.298, 0.507], [0.016, 0.035, -0.024], [0.015, -0.024, 0.031], [-0.069, -0.024, -0.021], [-0.005, -0.015, -0.018], [-0.018, 0.025, -0.003], [0.033, -0.014, 0.006], [-1.218, -0.072, 0.045], [-0.133, -0.117, 0.147], [0.205, 0.192, -0.280], [0.265, -0.004, 0.278], [-0.181, -0.026, -0.141], [-0.006, -0.028, -0.087], [0.124, -0.030, -0.279], [0.021, -0.168, 0.160], [-0.240, 0.349, -0.043], [0.028, -0.117, 0.071], [0.090, -0.195, -0.114], [0.104, -0.066, -0.002], [0.137, -0.042, -0.007], [-0.094, -0.016, 0.045], [0.037, 0.005, 0.022], [-0.010, -0.003, -0.032], [-0.024, 0.023, -0.020], [-0.027, 0.049, 0.024], [-0.032, 0.046, 0.007], [-0.010, -0.059, 0.003], [-0.030, 0.023, -0.052], [-0.040, 0.008, -0.024], [0.024, -0.004, 0.059], [-0.032, 0.027, -0.037], [-0.024, 0.043, 0.043], [0.024, -0.032, 0.072], [-0.051, 0.016, -0.047], [0.041, 0.023, -0.007], [-0.003, -0.058, -0.025], [0.024, 0.091, -0.032], [0.026, 0.050, -0.084], [-0.049, -0.050, -0.036], [0.023, 0.017, -0.017], [-0.005, 0.011, 0.082], [-0.027, 0.114, -0.012], [0.018, -0.006, 0.052], [0.058, 0.033, -0.027], [0.018, -0.020, -0.004], [-0.042, -0.015, 0.035], [0.012, 0.007, -0.054], [0.033, -0.047, -0.026], [-0.009, -0.003, -0.047], [-0.009, 0.048, -0.030], [-0.040, 0.024, 0.019], [0.009, -0.018, 0.057]],
  "e_above_lowest_kcal_mol": 73.89,
  "multiplicity": 3,
  "homo_energy_ev": [-6.4, -8.2],
  "s2": 2.06
}

=====

Record 2
{
  "formula": "C39H47GeI2N4O3SiTa",
  "method": "ωB97M-V/def2-TZVPD",
  "species": ["Ta", "I", "C", "C", "C", "I", "C", "O", "C", "C", "N", "C", "C", "C", "C", "C", "C", "N", "C", "H", "H", "H", "H", "H", "H", "H", "H", "H", "H", "H", "N", "C", "O", "C", "C", "C", "C", "N", "C", "H", "H", "H", "H", "H", "H", "C", "C", "C", "C", "Si", "O", "C", "C", "C", "C", "C", "C", "C", "C", "C", "C", "C", "C", "H", "H", "H", "H", "H", "H", "H", "H", "H", "H", "H", "H", "H", "H", "H", "H", "H", "H", "H", "C", "Ge", "C", "C", "C", "H", "H", "H", "H", "H", "H", "H", "H", "H", "H", "H"],
  "positions_angstrom": [[-0.058246, 0.555627, -0.003773], [-7.550664, -0.971813, 1.985466], [-5.622715, -0.543571, 1.362155], [-4.800783, 0.238561, 2.168343], [-3.518786, 0.536416, 1.730104], [-2.070140, 1.420984, 2.920805], [-3.116103, 0.082715, 0.487551], [-1.874103, 0.375695, 0.027479], [-3.859294, -0.812444, -0.265659], [-3.182312, -1.558173, -1.406323], [-1.805700, -1.955082, -1.006499], [-1.786304, -2.749638, 0.212953], [-0.518252, -2.604584, 1.019738], [-0.042922, -3.713056, 1.705153], [1.072092, -3.616368, 2.519077], [1.695230, -2.386348, 2.644725], [1.176907, -1.323676, 1.943248], [0.098999, -1.404564, 1.135830], [-5.139092, -1.106046, 0.182259], [-5.146289, 0.582067, 3.133606], [-3.807508, -2.422933, -1.647041], [-3.093573, -0.947014, -2.305563], [-1.367471, -2.448094, -1.776601], [-2.582474, -2.381377, 0.865150], [-2.000007, -3.809382, 0.047745], [-0.567633, -4.653988, 1.600887], [1.443916, -4.484348, 3.048093], [2.563771, -2.246982, 3.272833], [1.634701, -0.348957, 2.029642], [-5.759947, -1.792402, -0.381020], [1.559893, -4.747861, -2.175299], [2.574608, -3.959843, -2.617808], [3.408686, -4.339617, -3.403639], [2.637010, -2.536957, -2.105366], [3.692772, -1.752240, -2.547404], [3.806414, -0.455629, -2.077205], [2.847858, 0.020102, -1.208903], [1.798490, -0.714564, -0.793051], [1.718851, -1.976008, -1.238351], [1.554100, -5.704008, -2.493056], [0.947467, -4.494278, -1.424455], [4.406413, -2.184607, -3.237245], [4.622318, 0.184816, -2.381608], [2.914241, 1.025013, -0.812939], [0.879198, -2.546488, -0.877299], [4.232686, 2.424834, 1.483005], [3.230419, 3.582453, 1.329050], [3.175834, 4.025684, -0.142412], [3.709201, 4.755930, 2.200101], [1.523180, 3.064815, 1.853451], [1.090127, 1.728927, 0.804040], [1.382191, 2.380577, 3.575612], [2.162659, 1.293052, 3.994291], [2.084344, 0.801735, 5.288107], [1.213915, 1.388187, 6.199005], [0.437309, 2.469854, 5.813131], [0.527368, 2.965058, 4.517133], [0.192800, 4.325330, 1.559926], [-0.920852, 4.091255, 0.755336], [-1.960611, 5.002351, 0.647474], [-1.902294, 6.191733, 1.358722], [-0.800158, 6.463857, 2.158751], [0.230937, 5.541870, 2.258069], [5.184297, 2.704061, 1.021528], [3.893379, 1.500201, 1.003908], [4.435094, 2.205715, 2.532561], [4.171353, 4.334709, -0.473394], [2.499508, 4.871519, -0.286412], [2.842737, 3.217768, -0.804212], [4.746791, 4.991953, 1.947757], [3.676305, 4.517558, 3.266673], [3.121559, 5.659168, 2.027554], [2.869959, 0.837592, 3.309170], [2.713427, -0.024303, 5.597143], [1.152926, 1.009904, 7.211226], [-0.234826, 2.935663, 6.522697], [-0.078493, 3.820819, 4.241322], [-1.003425, 3.173930, 0.172791], [-2.810290, 4.789531, 0.009653], [-2.713184, 6.905014, 1.290719], [-0.745040, 7.395092, 2.707240], [1.073961, 5.776755, 2.898809], [-0.158616, 4.208428, -2.571460], [-0.942884, 2.477458, -2.948725], [-0.649230, 1.994637, -4.804220], [-2.819707, 2.344027, -2.459770], [0.091502, 1.022676, -1.982912], [-0.385989, 4.870270, -3.409496], [0.927988, 4.138120, -2.492139], [-0.545662, 4.667862, -1.666804], [-1.150090, 2.700599, -5.467882], [-1.040015, 0.997122, -5.010384], [0.416144, 2.005689, -5.038181], [-3.372852, 3.166248, -2.917109], [-2.975983, 2.394923, -1.380918], [-3.249290, 1.413629, -2.834489], [1.127978, 1.247852, -2.229518], [-0.179493, 0.076897, -2.476953]],
  "forces_ev_per_a": [[1.088, -2.171, -0.153], [-0.123, -0.022, 0.035], [0.116, -0.001, -0.007], [0.014, -0.023, -0.017], [-0.184, -0.050, -0.041], [0.039, 0.109, 0.219], [0.335, -0.169, -0.214], [-0.797, 1.060, 0.600], [-0.095, -0.042, -0.140], [0.050, 0.231, 0.282], [0.046, -0.104, -0.160], [0.058, 0.223, -0.018], [-0.067, 0.051, 0.093], [-0.005, -0.034, 0.028], [-0.018, -0.053, 0.010], [-0.011, 0.034, 0.047], [-0.061, -0.004, 0.184], [-0.021, -0.280, 0.187], [-0.021, -0.014, -0.088], [-0.007, 0.017, -0.018], [0.057, -0.034, -0.069], [-0.035, 0.052, 0.029], [-0.145, -0.122, 0.014], [-0.047, -0.077, -0.011], [0.092, -0.038, 0.022], [0.022, 0.014, -0.018], [-0.006, 0.007, -0.014], [-0.022, 0.020, -0.008], [0.046, 0.006, -0.011], [0.011, -0.004, 0.031], [-0.002, 0.077, -0.056], [0.015, -0.071, 0.000], [-0.042, 0.031, -0.012], [-0.044, -0.060, 0.070], [0.084, -0.018, -0.001], [0.019, -0.027, 0.038], [0.164, -0.011, 0.229], [0.090, 0.384, -0.365], [0.027, 0.033, 0.003], [0.007, -0.015, 0.009], [0.039, -0.038, 0.053], [-0.009, 0.001, -0.004], [-0.001, -0.001, 0.032], [-0.065, -0.009, -0.083], [-0.081, 0.000, -0.035], [-0.011, 0.041, 0.015], [0.265, -0.046, -0.140], [0.001, 0.000, 0.018], [-0.018, 0.015, -0.022], [-0.411, -0.178, -0.133], [-0.089, 0.679, 0.467], [0.151, -0.056, 0.161], [0.006, 0.056, 0.015], [-0.035, -0.005, 0.000], [0.007, -0.022, 0.008], [-0.012, 0.001, -0.024], [-0.054, -0.035, -0.004], [-0.118, 0.159, 0.038], [-0.009, -0.040, -0.027], [0.033, 0.031, 0.031], [-0.004, 0.001, 0.008], [-0.011, -0.004, -0.029], [0.035, -0.023, -0.023], [-0.016, -0.009, 0.008], [0.025, 0.027, 0.031], [0.002, 0.015, -0.025], [-0.020, -0.006, 0.003], [0.001, -0.026, 0.003], [0.007, 0.040, 0.009], [-0.021, 0.004, 0.008], [0.004, -0.003, -0.025], [0.016, -0.022, -0.009], [0.026, 0.010, 0.017], [-0.019, 0.013, -0.010], [0.001, 0.007, -0.015], [0.025, 0.003, -0.012], [0.000, -0.013, -0.004], [0.010, -0.003, 0.014], [0.016, -0.005, 0.020], [0.019, 0.005, -0.013], [-0.004, -0.017, 0.000], [-0.033, -0.015, 0.014], [0.122, 0.138, -0.047], [-0.066, -0.186, 0.077], [-0.014, -0.064, -0.126], [-0.128, 0.069, 0.021], [-0.149, 0.492, -0.643], [0.015, -0.022, 0.008], [-0.021, 0.005, -0.003], [0.019, -0.001, -0.001], [0.008, -0.008, 0.020], [0.011, 0.021, -0.021], [-0.023, 0.004, -0.003], [0.012, -0.017, 0.001], [0.000, -0.002, -0.018], [0.002, 0.006, 0.041], [-0.022, 0.030, -0.199], [-0.042, 0.096, -0.150]],
  "e_above_lowest_kcal_mol": 39.39,
  "homo_energy_ev": -13.1,
  "charge": 2
}